Entry 1:
A molecular structure, C36H24BrF3N3O3PdSSb. Source: the Open Molecules 2025 dataset; level of theory: wB97M-V/def2-TZVPD.

Computed properties:
* gap between HOMO and LUMO: 5.593 eV
* charge: -2
* energy above the lowest of the compared OMol25 structures with the same formula, charge and spin: 0.0 kcal per mole
* electronic energy: -147383.2091 eV

Each line ends with the Mulliken charge.
CARTESIAN COORDINATES (ANGSTROEM)
1 Pd -0.45 1.06 -0.41  0.3070
2 S -4.84 2.46 1.81  -0.2133
3 C -3.39 2.52 0.75  0.2754
4 C -3.52 2.40 -0.65  -0.6155
5 C -2.40 2.58 -1.42  -0.3890
6 N -1.18 2.96 -0.93  -0.6618
7 C -1.04 2.95 0.44  0.1800
8 C -2.16 2.75 1.30  -1.0653
9 C -5.17 4.22 1.90  0.3415
10 C -5.69 4.91 0.81  -0.2454
11 C -5.89 6.28 0.92  -0.3535
12 N -5.63 6.98 2.02  -0.6382
13 C -5.15 6.31 3.06  -0.2908
14 C -4.91 4.94 3.05  -0.2080
15 H -4.46 2.12 -1.10  0.5223
16 H -2.45 2.48 -2.50  0.3931
17 H -0.17 3.46 0.83  0.4264
18 H -2.03 2.84 2.37  0.4831
19 H -5.92 4.39 -0.11  0.3401
20 H -6.29 6.84 0.08  0.3457
21 H -4.94 6.89 3.95  0.3386
22 H -4.51 4.44 3.93  0.3734
23 O -3.19 -1.81 -3.01  -0.7914
24 C -2.43 -1.11 -2.35  0.6481
25 N -1.70 -0.42 -1.72  -0.8225
26 F 7.73 -0.96 -2.04  -0.3770
27 C 6.57 -0.37 -1.65  0.5939
28 C 5.86 0.37 -2.58  -0.8008
29 C 4.67 0.97 -2.18  0.0972
30 C 4.20 0.84 -0.87  -0.5630
31 C 4.95 0.08 0.03  -0.2861
32 C 6.14 -0.53 -0.35  -0.7760
33 Sb 2.29 1.71 -0.24  1.1064
34 C 2.74 3.64 -1.20  -0.1563
35 C 1.72 4.53 -1.56  0.3183
36 C 1.98 5.80 -2.05  -0.7921
37 C 3.30 6.19 -2.18  0.4262
38 F 3.57 7.43 -2.67  -0.3714
39 C 4.35 5.38 -1.82  -0.7411
40 C 4.06 4.10 -1.33  -0.5354
41 C 1.43 0.82 -2.04  0.2601
42 C 0.89 1.56 -3.10  -0.2446
43 C 0.52 0.95 -4.29  -0.6628
44 C 0.69 -0.41 -4.40  0.4399
45 F 0.34 -1.01 -5.58  -0.3925
46 C 1.20 -1.18 -3.39  -0.7153
47 C 1.57 -0.56 -2.20  -0.2436
48 H 6.24 0.46 -3.59  0.3955
49 H 4.09 1.52 -2.91  0.4383
50 H 4.57 -0.06 1.04  0.3892
51 H 6.71 -1.14 0.34  0.4235
52 H 0.68 4.22 -1.45  0.3609
53 H 1.19 6.48 -2.33  0.4467
54 H 5.37 5.73 -1.93  0.4149
55 H 4.88 3.46 -1.04  0.3726
56 H 0.75 2.63 -3.00  0.1843
57 H 0.08 1.51 -5.10  0.3953
58 H 1.27 -2.26 -3.51  0.3726
59 H 1.96 -1.15 -1.39  0.2725
60 Br 3.87 -2.67 2.58  -0.1973
61 C 2.18 -2.44 3.43  0.2994
62 C 2.07 -3.08 4.66  -0.6827
63 C 0.88 -3.01 5.37  -0.3708
64 C -0.19 -2.31 4.85  -0.6463
65 C -0.07 -1.68 3.62  -0.4644
66 C 1.11 -1.72 2.88  -0.0279
67 C 1.09 -0.93 1.55  0.7240
68 O -0.03 -0.46 1.26  -0.7488
69 O 2.17 -0.78 0.93  -0.1606
70 H 2.91 -3.63 5.04  0.3663
71 H 0.81 -3.51 6.33  0.3407
72 H -1.13 -2.26 5.39  0.3639
73 H -0.89 -1.14 3.19  0.4738

---

Entry 2:
A single C21H14FN7OS molecule at a distorted geometry. Source: the Open Molecules 2025 dataset; level of theory: wB97M-V/def2-TZVPD.

Computed properties:
* gap between HOMO and LUMO: 8.348 eV
* SMILES string: O=c1c2ccccc2nnn1CSc1nnc(-c2cccnc2)n1-c1ccccc1F
* charge: 0
* electronic energy: -48033.9647 eV

Each line ends with the Mulliken charge.
CARTESIAN COORDINATES (ANGSTROEM)
1 O -1.22 1.73 0.36  -0.6079
2 C -2.17 1.29 0.97  0.5553
3 C -2.25 1.08 2.41  0.6860
4 C -1.17 1.38 3.26  -0.6639
5 C -1.29 1.15 4.61  -0.6121
6 C -2.48 0.63 5.14  -0.4191
7 C -3.54 0.33 4.32  -0.2335
8 C -3.44 0.56 2.95  0.0194
9 N -4.50 0.26 2.13  -0.6033
10 N -4.44 0.43 0.91  -0.7509
11 N -3.35 0.93 0.32  0.8568
12 C -3.42 1.01 -1.11  -0.9111
13 S -2.47 -0.35 -1.89  -0.1917
14 C -0.97 0.52 -2.11  0.2277
15 N -0.86 1.72 -2.60  -0.4995
16 N 0.43 2.03 -2.63  -0.6049
17 C 1.12 1.01 -2.18  0.5886
18 C 2.56 0.99 -2.05  0.0983
19 C 3.23 0.26 -1.06  -0.0815
20 C 4.61 0.31 -1.02  -0.6275
21 C 5.28 1.08 -1.96  -0.2537
22 N 4.66 1.78 -2.89  -0.6130
23 C 3.34 1.74 -2.93  -0.3314
24 N 0.26 -0.01 -1.82  0.6185
25 C 0.57 -1.32 -1.44  -0.4212
26 C 1.39 -2.10 -2.25  0.2354
27 C 1.71 -3.39 -1.89  -0.9058
28 C 1.20 -3.94 -0.72  -0.4407
29 C 0.39 -3.18 0.10  -0.7843
30 C 0.08 -1.88 -0.26  0.4446
31 F -0.69 -1.15 0.57  0.0308
32 H -0.27 1.78 2.82  0.4876
33 H -0.47 1.37 5.27  0.4189
34 H -2.55 0.46 6.20  0.3819
35 H -4.46 -0.07 4.71  0.4725
36 H -2.97 1.94 -1.48  0.4892
37 H -4.46 0.90 -1.41  0.4906
38 H 2.68 -0.31 -0.32  0.4950
39 H 5.16 -0.24 -0.26  0.3876
40 H 6.36 1.14 -1.97  0.3627
41 H 2.86 2.33 -3.70  0.4571
42 H 1.77 -1.67 -3.17  0.4636
43 H 2.34 -3.98 -2.53  0.4121
44 H 1.45 -4.95 -0.44  0.4103
45 H -0.01 -3.57 1.02  0.4665

---

What did we get for HOMO? Answer: -1.595; -8.449 eV, in the order shown.